Model A:
Density functional theory data (wB97M-V/def2-TZVPD) for C7H6O2 in the gas phase.

Structure (XYZ):
```
15
Properties=species:S:1:pos:R:3
C 0.948 2.075 -0.023
C 0.481 0.639 -0.039
C -0.756 0.075 -0.055
C -2.143 0.608 0.009
O -3.091 -0.139 0.070
C -0.528 -1.453 -0.054
C 0.780 -1.710 -0.008
C 1.529 -0.413 -0.010
O 2.742 -0.247 0.090
H 0.416 2.782 -0.707
H 1.008 2.548 0.966
H 1.969 2.090 -0.393
H -2.305 1.688 0.062
H -1.343 -2.200 -0.082
H 1.177 -2.745 -0.050
```

net charge	0
gap between HOMO and LUMO	8.04	eV
lowest unoccupied orbital energy	-1.5	eV

Model B:
Density functional theory data (wB97M-V/def2-TZVPD) for C7H6O2 in the gas phase.

Structure (XYZ):
```
15
Properties=species:S:1:pos:R:3
O -0.099 2.270 -2.642
C -0.516 1.106 -2.223
C -0.336 0.264 -0.996
C -1.196 -0.731 -0.431
C -0.904 -1.232 0.947
C 0.208 -0.786 1.652
O 0.752 -1.486 2.628
C 1.149 0.120 1.040
C 0.916 0.737 -0.216
H -1.278 0.537 -2.832
H -1.990 -1.210 -0.863
H -1.741 -1.877 1.476
H 0.190 -2.300 2.901
H 1.989 0.348 1.572
H 1.674 1.367 -0.775
```

net charge	0
gap between HOMO and LUMO	8.71	eV
lowest unoccupied orbital energy	-0.2	eV

Quick look at relative energies in kJ/mol: model A 0.0; model B 81.4.

Model A:
Density functional theory data (wB97M-V/def2-TZVPD) for 2 unconnected molecules or ions with the total composition C19H20N2O3.

Structure (XYZ):
```
44
Properties=species:S:1:pos:R:3
C 4.985 -0.584 0.653
C 3.902 -1.535 0.190
O 2.960 -1.675 1.224
C 1.864 -2.372 0.823
N 1.010 -2.663 1.838
C -0.088 -3.432 1.768
C -0.740 -3.712 3.075
O -0.563 -3.918 0.767
O 1.713 -2.710 -0.333
H 5.763 -0.408 -0.092
H 4.537 0.372 0.926
H 5.452 -0.971 1.559
H 3.370 -1.183 -0.706
H 4.293 -2.539 -0.033
H -0.263 -3.127 3.858
H -1.797 -3.465 3.042
H -0.643 -4.766 3.322
C -1.892 -0.622 1.140
C -0.930 0.189 0.390
N -0.939 0.304 -0.955
C -0.101 1.221 -1.658
C 0.825 2.150 -1.189
C 1.471 2.967 -2.092
C 1.212 2.871 -3.461
C 0.298 1.963 -3.943
C -0.369 1.133 -3.037
C -1.393 0.136 -3.215
C -1.733 -0.365 -1.941
C -2.715 -1.349 -1.837
C -3.344 -1.802 -2.978
C -3.009 -1.296 -4.234
C -2.037 -0.332 -4.364
H -1.746 -0.552 2.220
H -2.910 -0.296 0.922
H -1.804 -1.672 0.861
H -0.194 0.767 0.922
H 1.016 2.231 -0.134
H 2.180 3.696 -1.736
H 1.730 3.522 -4.146
H 0.083 1.884 -4.994
H -2.973 -1.754 -0.878
H -4.108 -2.558 -2.898
H -3.517 -1.666 -5.109
H -1.766 0.066 -5.326
```

net charge	0
gap between HOMO and LUMO	4.83	eV
lowest unoccupied orbital energy	-2.2	eV

Model B:
Density functional theory data (wB97M-V/def2-TZVPD) for C19H20N2O3 in the gas phase.

Structure (XYZ):
```
44
Properties=species:S:1:pos:R:3
C 2.231 2.447 5.400
C 1.783 3.176 4.135
O 2.598 2.891 3.021
C 2.496 1.669 2.405
C 1.525 0.710 2.652
C 1.512 -0.479 1.940
C 2.464 -0.746 0.961
N 2.536 -1.954 0.283
C 1.345 -2.743 0.042
C 0.337 -1.995 -0.794
C -0.909 -1.692 -0.372
C -1.817 -0.935 -1.175
C -3.110 -0.615 -0.765
C -3.956 0.121 -1.581
O -5.197 0.374 -1.081
C -6.101 1.120 -1.859
C -3.501 0.548 -2.833
C -2.223 0.240 -3.252
C -1.369 -0.499 -2.438
N -0.097 -0.820 -2.832
C 0.816 -1.538 -2.099
O 1.930 -1.755 -2.549
C 3.435 0.231 0.716
C 3.454 1.409 1.424
H 2.169 1.369 5.266
H 1.601 2.738 6.236
H 3.263 2.704 5.626
H 1.884 4.256 4.276
H 0.729 2.958 3.915
H 0.758 0.866 3.395
H 0.745 -1.202 2.167
H 3.107 -1.893 -0.552
H 1.663 -3.642 -0.495
H 0.902 -3.046 0.994
H -1.254 -2.031 0.595
H -3.469 -0.940 0.198
H -6.332 0.617 -2.804
H -5.722 2.127 -2.064
H -7.009 1.194 -1.262
H -4.138 1.122 -3.486
H -1.881 0.575 -4.220
H 0.224 -0.498 -3.739
H 4.181 0.049 -0.045
H 4.204 2.160 1.230
```

net charge	0
gap between HOMO and LUMO	7.40	eV
lowest unoccupied orbital energy	0.2	eV

Quick look at relative energies in kJ/mol: model A 205.8; model B 0.0.